Computed, not measured: a molecular structure, C50H106F11N7O12S2 at a distorted geometry, with ωB97M-V with the def2-TZVPD basis set.

Geometry (Å):
1 C -0.23757 5.55977 5.70638
2 C 0.90453 4.76043 5.04800
3 C 0.43164 3.39691 5.15645
4 N 1.36789 2.23746 4.84570
5 C 2.62139 2.34880 5.72361
6 C 1.63786 2.16192 3.43618
7 C 1.85739 0.67497 2.99048
8 C 1.25659 -0.07287 4.16924
9 C 0.66493 0.96125 5.11519
10 H -0.42735 5.36003 6.75015
11 H -1.16300 5.30634 5.21482
12 H 0.00311 6.57269 5.66054
13 H 1.78770 4.97416 5.62643
14 H 1.04856 5.09584 4.01324
15 H -0.41190 3.18428 4.48521
16 H 0.07216 3.19084 6.19686
17 H 3.37367 1.69637 5.32949
18 H 2.29745 2.05389 6.72715
19 H 3.04197 3.34025 5.73816
20 H 2.51251 2.82680 3.21417
21 H 0.69727 2.57951 2.95219
22 H 2.90199 0.42050 2.79274
23 H 1.25758 0.55528 2.10263
24 H 2.00243 -0.66667 4.64011
25 H 0.54269 -0.80892 3.79570
26 H 0.68384 0.65303 6.17382
27 H -0.40295 1.09523 4.90705
28 C -6.67593 1.81971 1.68564
29 C -5.83438 1.42420 0.40230
30 C -6.75686 0.51015 -0.33074
31 N -6.29383 0.02002 -1.70730
32 C -4.89663 -0.30137 -1.58202
33 C -6.50475 1.20790 -2.67939
34 C -7.72712 0.82908 -3.54361
35 C -7.52889 -0.68249 -3.65355
36 C -7.16642 -1.05938 -2.22864
37 H -6.82916 0.99679 2.37577
38 H -7.62368 2.28161 1.64517
39 H -6.09600 2.54842 2.25620
40 H -4.93682 0.97673 0.78385
41 H -5.52001 2.36003 -0.06370
42 H -7.81056 0.84384 -0.55232
43 H -6.85482 -0.41658 0.29871
44 H -4.38913 0.45166 -1.06481
45 H -4.30700 -0.48303 -2.49698
46 H -4.71482 -1.18149 -0.98269
47 H -5.60285 1.25000 -3.33620
48 H -6.55403 2.13043 -2.10107
49 H -7.82500 1.41549 -4.46752
50 H -8.63032 1.10691 -2.99508
51 H -6.74734 -0.87464 -4.34391
52 H -8.37046 -1.28751 -3.99755
53 H -6.57004 -1.95513 -2.19263
54 H -8.07901 -1.27430 -1.67389
55 C 5.84442 0.43054 0.31792
56 C 5.56844 -0.90486 -0.24238
57 C 6.81237 -1.43637 -0.98775
58 N 6.68135 -2.82565 -1.62301
59 C 5.59071 -2.89105 -2.64776
60 C 6.63606 -3.96982 -0.71043
61 C 7.17109 -5.18625 -1.45259
62 C 7.94130 -4.55788 -2.59774
63 C 8.02162 -3.10746 -2.27937
64 H 6.70838 0.32257 0.99293
65 H 5.04732 0.89828 0.93248
66 H 6.12803 1.09587 -0.45363
67 H 4.69792 -0.89204 -0.89411
68 H 5.30368 -1.60298 0.56012
69 H 7.71698 -1.47794 -0.35163
70 H 7.12460 -0.81681 -1.83911
71 H 5.63393 -3.84213 -3.18014
72 H 5.60957 -2.03798 -3.33661
73 H 4.61855 -2.94168 -2.11178
74 H 5.57250 -4.08796 -0.43378
75 H 7.16447 -3.65284 0.18306
76 H 6.32539 -5.78612 -1.73218
77 H 7.83965 -5.74225 -0.79371
78 H 7.36108 -4.70976 -3.56576
79 H 8.95922 -4.94437 -2.65069
80 H 8.22717 -2.45583 -3.13628
81 H 8.72261 -2.84163 -1.44764
82 C 0.59518 3.20501 -0.44615
83 C 1.64414 4.31401 -0.57405
84 C 2.34751 4.39340 -1.98538
85 N 1.81264 5.32084 -3.06962
86 C 0.56593 4.71265 -3.67519
87 C 2.84548 5.56742 -4.14571
88 C 2.39004 6.85489 -4.96303
89 C 1.31596 7.42616 -4.04476
90 C 1.45815 6.70864 -2.69138
91 H 1.03438 2.37477 0.10342
92 H 0.30914 2.75982 -1.41290
93 H -0.28974 3.56169 0.13421
94 H 2.53958 4.03225 0.05144
95 H 1.22895 5.23543 -0.22019
96 H 2.27125 3.36313 -2.38651
97 H 3.35449 4.66460 -1.75209
98 H 0.38415 5.29316 -4.62138
99 H -0.31995 4.97202 -3.08850
100 H 0.71735 3.63545 -3.95687
101 H 2.94013 4.64725 -4.74585
102 H 3.75653 5.75656 -3.56961
103 H 2.08302 6.64039 -5.94828
104 H 3.22203 7.56923 -4.93664
105 H 0.37451 7.24780 -4.47746
106 H 1.26338 8.48931 -4.08453
107 H 0.65383 6.69891 -2.01540
108 H 2.31267 7.12447 -2.15103
109 C -0.19182 -5.08289 -3.93765
110 C -1.08072 -6.26350 -4.00953
111 O -0.79446 -7.40815 -4.08611
112 N -2.34249 -5.85560 -4.34391
113 H -2.52582 -4.85814 -4.52543
114 H 1.41123 -3.76316 1.73162
115 C -3.54169 -6.66961 -4.61550
116 H -0.61649 -4.35323 -3.25813
117 H -0.26165 -4.62918 -4.94890
118 H 0.80734 -5.40204 -3.67124
119 H -3.96376 -6.30146 -5.56298
120 H -4.19844 -6.63939 -3.75608
121 H -3.26814 -7.72462 -4.71765
122 C -4.46361 -1.77310 6.21975
123 C -3.11087 -2.13387 5.73425
124 O -2.05191 -1.67060 6.03401
125 N -3.04245 -3.29717 4.84779
126 H -3.83033 -3.90418 5.09618
127 H -3.40981 -2.93612 3.93137
128 C -1.64290 -3.91512 4.64832
129 H -5.10039 -2.64347 6.20039
130 H -4.98941 -1.08041 5.55750
131 H -4.45805 -1.36197 7.26415
132 H -1.82229 -4.71827 3.93215
133 H -1.21970 -4.28764 5.58009
134 H -0.99749 -3.21698 4.08521
135 C -3.25769 4.21687 1.31213
136 O -2.59421 4.83436 0.15147
137 O -4.07620 3.25506 1.11191
138 C -2.16770 4.05338 2.37308
139 F -1.40609 5.17479 2.53015
140 F -2.68695 3.81669 3.61949
141 F -1.39586 2.95956 2.09201
142 C -3.47990 4.99764 -1.01360
143 C -3.04923 3.90228 -2.00280
144 H -3.42944 3.93830 -3.02476
145 H -1.99235 3.98038 -2.13961
146 H -3.29868 2.90516 -1.60674
147 H -3.32317 5.96146 -1.52129
148 H -4.54400 4.77032 -0.84073
149 H -3.78530 5.08314 1.73714
150 C 1.50530 0.49029 -2.88597
151 O 0.33023 0.37661 -2.02623
152 O 1.73379 1.64784 -3.55974
153 C 2.72028 0.02487 -2.00106
154 F 3.83720 -0.07121 -2.91449
155 F 3.15591 0.81959 -1.03095
156 F 2.61498 -1.21861 -1.42834
157 C -0.96031 0.24478 -2.64237
158 C -1.30813 -1.15971 -3.21934
159 H -0.67235 -1.54958 -4.01386
160 H -1.47576 -1.87064 -2.36424
161 H -2.31121 -1.08843 -3.68582
162 H -1.01339 1.00043 -3.41895
163 H -1.78081 0.61131 -1.97433
164 H 1.50667 -0.35769 -3.53475
165 C 3.15844 -4.49039 1.96486
166 O 2.46783 -5.65263 2.24696
167 O 2.29890 -3.60989 1.39872
168 C 3.64989 -3.66144 3.17295
169 F 2.64934 -3.23075 4.00204
170 F 4.54040 -4.31930 3.93055
171 F 4.29608 -2.56419 2.65638
172 C 2.60522 -6.68117 1.27259
173 C 2.11456 -6.35520 -0.17109
174 H 1.04161 -6.40222 -0.20852
175 H 2.43782 -5.43225 -0.58343
176 H 2.37011 -7.19013 -0.83448
177 H 1.93489 -7.37202 1.64273
178 H 3.67404 -7.02717 1.18887
179 H 3.98893 -4.45282 1.27545
180 N -1.66067 -2.71830 1.93284
181 S -1.60612 -4.05506 1.07354
182 O -0.64113 -4.88694 1.66889
183 O -1.76568 -3.87857 -0.30965
184 F -2.89435 -4.78009 1.66746
185 S -2.93556 -1.79973 1.75509
186 O -4.16474 -2.37785 2.38453
187 O -3.16240 -0.97605 0.61816
188 F -2.40265 -0.66514 2.93683

Cartesian forces, eV/Å:
C -0.07 -0.95 -0.38
C -0.26 1.65 0.29
C -1.10 -2.81 0.84
N 0.71 0.49 2.24
C -1.12 -0.50 -0.10
C 0.67 1.20 -3.06
C -0.30 1.62 0.66
C -0.16 -0.73 -0.35
C -1.24 -1.33 0.52
H 0.46 -0.49 0.46
H -0.39 0.42 -0.40
H -0.04 1.82 -0.37
H 0.55 -0.10 0.07
H -0.03 -0.10 0.21
H 0.06 0.38 0.28
H 0.35 0.13 -0.73
H 0.27 -0.63 -0.09
H 0.35 0.10 -0.21
H -0.26 0.38 -0.21
H -0.89 -0.44 -0.03
H 1.37 -0.54 0.20
H -0.22 0.09 0.03
H 0.10 -0.26 -0.42
H 0.74 -0.37 0.63
H -0.36 0.26 0.32
H 0.37 0.40 -0.37
H 0.22 0.26 -0.25
C 2.02 0.02 0.74
C -2.26 1.44 1.49
C -1.25 -1.88 -0.08
N -1.09 2.10 0.02
C 1.78 -1.85 -0.94
C 0.79 -0.15 -1.12
C -0.14 0.55 0.77
C -0.98 0.31 0.26
C 0.36 -1.24 -0.88
H 0.16 -0.59 -0.07
H -1.27 0.47 -1.18
H 0.34 -0.13 -0.22
H 0.30 -0.41 -0.03
H -0.16 -0.21 -0.27
H 1.12 0.18 0.57
H -0.03 0.60 -0.67
H 0.57 1.38 0.55
H -0.95 0.20 -0.18
H -0.56 -0.30 0.23
H -0.58 -0.02 0.61
H -0.12 -0.16 -0.10
H 0.54 -0.42 0.11
H -0.13 -0.37 0.14
H 1.03 -0.25 -0.56
H -0.16 0.36 0.08
H 0.11 -0.50 0.03
H 0.21 0.69 0.51
C 0.61 0.56 1.91
C -0.37 -1.88 -0.59
C -0.17 -0.09 -0.08
N 0.91 1.30 -1.37
C -1.27 -0.23 0.59
C -2.11 0.04 1.48
C 0.35 0.62 0.99
C 0.03 -0.92 -1.68
C 0.27 1.13 0.60
H -0.10 0.32 -0.07
H 0.21 -0.55 -0.63
H 0.19 0.98 -0.79
H 0.38 -0.04 -0.09
H 0.15 -0.04 -0.02
H -0.61 -0.16 0.03
H -0.46 0.16 0.20
H 0.30 0.27 -0.04
H 0.13 -0.22 0.36
H 0.58 0.50 -0.30
H 0.51 -0.05 0.14
H 0.29 -0.29 0.10
H -0.03 -0.55 -0.38
H -0.26 -0.15 -0.08
H 1.29 0.07 1.02
H -0.21 -0.23 -0.48
H -0.29 -0.04 0.25
H -0.13 -0.55 -0.94
C -0.58 0.05 0.31
C 1.09 -0.88 -0.86
C -1.12 -0.49 0.97
N -0.84 -0.61 -0.30
C -0.09 0.32 -2.05
C 0.08 -0.23 -0.70
C 1.38 -0.57 2.93
C -0.46 -0.22 -0.08
C 1.63 0.97 -0.46
H -0.07 -0.19 0.06
H -0.08 0.36 0.36
H 0.60 -0.36 -0.78
H -0.98 0.55 -0.25
H 0.08 0.79 0.16
H 0.36 0.37 -0.32
H 0.75 0.42 -0.51
H 0.28 -0.85 0.74
H 0.40 -0.61 0.42
H -0.08 0.79 0.82
H 0.08 0.40 0.32
H 0.00 -0.05 -0.45
H -0.36 -0.20 -1.03
H -0.02 -0.40 -0.48
H -1.45 -0.76 -0.34
H 0.71 0.98 0.85
H -1.32 0.12 0.55
H 0.07 -0.06 0.02
C 0.35 0.49 -0.24
C -2.15 1.78 -2.02
O 1.40 -2.78 0.92
N -1.89 1.25 -0.11
H 0.53 -0.91 0.51
H -0.32 -0.24 0.12
C 1.38 -0.29 -0.10
H 0.28 0.16 0.35
H 0.57 -0.23 0.54
H 0.21 0.30 -0.04
H -0.27 -0.29 0.55
H -0.55 0.29 -0.08
H 0.18 0.26 -0.22
C -0.67 0.45 0.74
C 1.56 0.61 1.14
O -0.59 0.39 0.09
N -0.14 -0.15 -0.92
H 0.69 -0.68 0.12
H 0.21 -0.10 -0.46
C -0.76 -0.17 -0.85
H -0.25 -0.45 0.21
H 0.39 0.25 -0.05
H 0.27 -0.30 -1.13
H 0.09 -0.18 0.35
H -0.26 0.29 -0.04
H -0.55 -0.08 0.87
C -1.60 2.25 0.39
O -0.51 0.16 -1.40
O 0.57 -1.33 -0.32
C -0.19 -0.54 -0.13
F 0.22 -0.99 -0.16
F 0.22 0.04 -0.69
F 0.52 0.61 0.54
C 0.82 -1.70 -0.16
C -0.25 -0.41 -0.04
H -0.58 0.44 0.00
H 0.90 -0.27 0.18
H 0.25 0.34 0.09
H -0.10 0.01 0.77
H 0.36 0.69 0.72
H -0.30 0.76 0.41
C 0.38 1.57 -0.76
O -0.29 -0.18 0.58
O -0.66 -1.32 1.85
C 0.92 -0.15 -1.26
F -1.44 -0.19 1.42
F -0.18 0.57 0.26
F -0.16 0.66 -0.67
C 0.33 0.30 -0.77
C -1.18 0.28 1.23
H 0.37 0.08 0.39
H 0.63 0.35 -0.87
H 0.31 0.17 0.09
H 0.15 0.04 -0.67
H 0.99 -0.69 0.23
H -0.49 -1.09 -1.10
C -1.03 1.05 0.90
O 1.58 0.47 0.39
O -1.43 1.74 -1.89
C 0.49 -0.51 0.86
F 0.86 -0.27 -0.91
F -0.16 0.24 -0.05
F -0.57 -0.61 0.67
C 1.46 1.16 -2.11
C -0.26 -1.33 0.84
H -0.64 0.49 0.20
H 0.47 0.84 -0.30
H 0.50 0.18 0.15
H -0.79 -2.11 0.74
H -0.99 0.12 0.55
H 0.73 -1.22 -0.16
N -0.76 0.86 -0.85
S -1.02 -0.13 1.80
O 2.08 -0.41 -0.14
O -0.23 -0.12 -0.86
F -0.78 0.02 -0.80
S -1.09 1.67 3.03
O 2.42 0.88 -0.68
O 0.59 -0.73 0.06
F -0.88 -1.80 -1.50

## Properties
E_tot: -5149.05257 hartree
Frontier orbital gap: 6.43 eV
Net charge: +2
LUMO energy: -0.127 Ha